# 1
Molecular formula: C3H20NO5S
Method: DFT, ωB97M-V/def2-TZVPD

Computed properties:
HOMO = -0.446 Eh
E_tot = -955.14840 a.u.
total charge = +1
HOMO-LUMO gap = 9.14 eV

Structure (XYZ):
```
30
Properties=species:S:1:pos:R:3:forces:R:3
C 0.470245 -2.370369 1.682325 -0.5345 -3.4813 -0.8295
C -0.429007 -1.195898 1.554946 -0.5877 2.9571 2.1833
C 0.168078 0.101662 2.187220 2.1505 0.6182 -0.0960
S -0.862254 1.596563 1.763533 -0.5131 -1.2039 1.8871
N -0.831982 -0.744039 0.140342 -3.0554 -3.6243 2.9886
H 0.474329 -2.801807 2.753372 -0.2198 0.8397 -1.7684
H 1.505763 -2.331074 1.337392 -0.0711 0.7954 0.1876
H 0.023110 -3.152035 0.933189 0.7107 0.9208 2.2972
H -1.396082 -1.465893 2.146755 1.3631 0.6554 -1.5350
H 0.340304 0.060085 3.261117 -1.0230 -0.3521 0.2597
H 1.318519 0.223034 1.965365 -2.2626 -0.0786 -0.6480
H -0.032133 2.246017 1.011256 0.8105 0.5102 -0.8569
H -0.301722 -0.170915 -0.376332 3.3118 2.9778 -1.5450
H -0.815635 -1.610774 -0.349294 -0.5372 -1.0169 -1.0002
H -1.743607 -0.300071 0.135910 -0.3152 0.0488 0.1880
H 0.627119 -3.730177 -0.971803 -0.7677 0.5940 0.9662
H 0.211570 -2.841856 -1.974825 -0.5735 0.8669 -0.8709
O 0.056872 -2.922750 -1.032991 1.5460 -1.9515 -1.2756
H -2.550150 2.411940 -1.312599 -0.9263 0.6506 -0.3885
H -1.470058 1.670831 -2.163589 -0.1998 0.3469 -0.3131
O -1.774491 1.881820 -1.279247 1.0881 -1.2208 0.5051
H 0.077907 -0.243549 -4.387251 -1.6471 -1.4013 -1.0663
H 1.044386 0.576402 -3.973602 0.8927 0.8409 0.9735
O 0.395436 0.012819 -3.542274 0.7616 0.5992 0.2852
H 1.553522 -0.067152 -1.524987 0.1675 -0.2371 -1.0505
H 2.399340 -1.010289 -0.644115 1.6811 -2.7578 -0.2894
O 1.916164 -0.241397 -0.664877 -1.7216 2.7561 0.9684
H 1.262818 1.485870 -0.255759 -0.1073 -0.5587 -0.1356
H 1.954297 2.756338 -0.197976 -1.1691 0.0461 -0.9949
O 1.141075 2.362753 -0.625369 1.7486 0.8601 0.9739
```
Positions in Å, forces in eV/Å.

# 2
Molecular formula: C2H4N2O2
Method: DFT, ωB97M-V/def2-TZVPD

Computed properties:
HOMO = -0.338 Eh
E_tot = -338.46103 a.u.
SMILES = C=NO/C=N/O
HOMO-LUMO gap = 10.24 eV

Structure (XYZ):
```
10
Properties=species:S:1:pos:R:3:forces:R:3
C 2.398234 -0.294775 -0.010368 -0.6274 -0.4295 0.0815
N 1.142048 -0.503993 -0.009767 0.9506 0.1243 0.0052
O 0.484662 0.734781 0.008770 -0.1942 -0.0961 -0.0129
C -0.864264 0.623792 0.000633 -0.5886 -0.4225 -0.0731
N -1.519822 -0.465914 0.013516 0.7292 0.6460 0.0191
O -2.890846 -0.173891 -0.022018 -0.1933 -0.1780 0.0420
H 3.033624 -1.174770 -0.010824 -0.1294 0.0970 -0.0396
H 2.830488 0.698639 0.009714 -0.0096 0.1001 -0.0180
H -1.325348 1.606991 -0.034142 -0.0250 -0.0591 0.0331
H -3.288776 -1.050864 0.054488 0.0877 0.2177 -0.0374
```
Positions in Å, forces in eV/Å.

# 3
Molecular formula: C36H34Cl4MnN5OPS2
Method: DFT, ωB97M-V/def2-TZVPD

Computed properties:
multiplicity = 2
HOMO (alpha / beta) = -0.251 / -0.249 Eh
E_tot = -5870.87235 a.u.
<S²> = 0.824
HOMO-LUMO gap (alpha / beta) = 5.79 / 5.72 eV

Structure (XYZ):
```
84
Properties=species:S:1:pos:R:3:forces:R:3
Mn 0.023927 0.124276 0.191282 0.3529 0.7825 -0.3002
Cl -0.809072 -1.253735 2.990937 -0.2549 -0.1311 0.2092
C -2.369453 -0.475735 3.175383 0.1311 -0.0555 -0.1136
C -2.933082 -0.548093 4.438712 -0.0699 0.0311 0.0222
C -4.165145 0.035323 4.673633 0.0473 -0.0290 -0.0071
C -4.807356 0.681320 3.628475 0.0096 -0.0050 0.0121
C -4.217873 0.743298 2.380867 -0.0512 0.0624 -0.1000
Cl -5.102350 1.576561 1.137635 0.0092 -0.0112 0.0296
C -2.958857 0.176193 2.074974 -0.0578 -0.0396 0.1024
S -2.322790 0.302630 0.459899 -0.0602 -0.0297 0.1879
H -2.400882 -1.071394 5.221184 -0.0062 0.0004 0.0041
H -4.623092 -0.018828 5.651445 0.0059 0.0016 0.0043
H -5.773087 1.146203 3.770126 -0.0006 -0.0049 0.0049
S 6.675724 2.697585 2.884039 0.0339 0.0105 0.0220
N 6.320883 1.944340 1.501840 0.0172 0.0193 0.0182
C 5.021565 1.704661 1.521892 0.0366 0.0111 0.0211
C 4.272270 1.052860 0.467200 -0.1064 -0.0450 -0.0945
C 4.835246 0.634246 -0.736181 -0.0398 -0.0040 0.0276
C 4.005979 0.064772 -1.675417 0.0369 -0.0223 -0.0610
C 2.652798 -0.087671 -1.394035 -0.0748 0.0446 0.0214
N 2.099492 0.284879 -0.240849 0.0967 -0.1164 -0.1501
C 2.902513 0.862308 0.669577 -0.0293 0.0555 0.1118
C 2.246418 1.322303 1.892451 0.0168 0.0308 -0.0328
N 0.928238 1.087882 1.968921 -0.1440 -0.2345 0.0624
C 0.273623 1.556957 3.026815 0.0581 -0.0093 -0.0469
C 0.898881 2.241372 4.063610 -0.0288 0.0146 0.0406
C 2.259121 2.449280 4.009567 0.0017 0.0121 0.0322
C 2.956458 1.990852 2.896136 -0.1200 -0.0666 -0.0936
C 4.381451 2.166584 2.703261 0.0204 -0.0110 0.0004
N 5.208356 2.747471 3.554475 0.0250 0.0126 0.0029
H 5.893186 0.774339 -0.912372 0.0033 0.0010 0.0004
H 4.380945 -0.263832 -2.634603 0.0097 0.0063 0.0069
H 1.975495 -0.508832 -2.123569 0.0212 0.0113 0.0136
H -0.794600 1.389792 3.041736 -0.0047 0.0187 -0.0016
H 0.307849 2.593685 4.897285 0.0049 -0.0029 -0.0018
H 2.790221 2.964133 4.799306 0.0003 0.0046 -0.0053
Cl 0.211349 -0.139369 -4.748294 -0.0017 -0.0132 0.0112
C 0.055438 1.309504 -3.801789 -0.0065 -0.0353 0.0080
C 0.081945 2.552435 -4.449304 -0.0032 0.0310 0.0660
C -0.028537 3.709527 -3.732460 0.0005 -0.0155 -0.0115
Cl -0.017457 5.239835 -4.560599 0.0019 0.0192 -0.0214
C -0.147325 3.677411 -2.321630 -0.0002 0.0247 -0.0405
C -0.286451 4.812336 -1.495103 -0.0071 0.0036 0.0109
C -0.410912 4.639232 -0.147277 0.0032 -0.0258 -0.0197
C -0.352937 3.341167 0.390734 0.0020 0.0241 0.0468
N -0.192544 2.264432 -0.338506 0.0603 -0.0093 -0.0524
C -0.135276 2.418522 -1.689308 -0.0272 -0.0431 -0.0206
C -0.093723 1.190426 -2.426497 0.0099 0.0628 -0.0085
O -0.162823 0.073370 -1.790718 -0.0510 -0.2095 -0.0166
H 0.182867 2.583719 -5.525201 -0.0002 0.0135 -0.0021
H -0.309407 5.797515 -1.939978 0.0016 0.0002 0.0020
H -0.546039 5.481161 0.517148 -0.0047 -0.0002 0.0014
H -0.452294 3.205167 1.458558 0.0079 -0.0024 -0.0098
C -0.858803 -5.113125 0.205071 -0.0380 0.0233 -0.0253
C -0.915594 -3.682623 0.758041 0.0756 -0.0916 -0.0395
C -2.390095 -3.277870 0.792327 -0.0352 0.0370 -0.0331
P 0.215656 -2.422484 -0.039877 0.0781 -0.0829 0.1158
C 1.920425 -2.907643 0.568625 0.0331 -0.0573 -0.0396
C 2.176393 -2.287325 1.944317 -0.0374 0.0634 0.0185
C 2.337029 -4.377597 0.653906 -0.0464 -0.0228 -0.0322
C 0.192005 -2.788406 -1.859797 -0.0037 0.0636 -0.0432
C 0.941321 -3.997943 -2.411868 0.0255 -0.0386 0.0239
C -1.250542 -2.738559 -2.374442 -0.0108 -0.0379 -0.0096
H -1.453441 -5.759737 0.855743 0.0106 0.0077 0.0087
H 0.135652 -5.536512 0.139773 0.1100 -0.0067 0.0119
H -1.310931 -5.162149 -0.785673 0.0060 -0.0083 0.0319
H -0.550109 -3.701230 1.789914 -0.0117 -0.0243 0.0199
H -2.830616 -3.325431 -0.204080 0.0030 -0.0080 0.0331
H -2.554138 -2.273997 1.160912 0.0082 0.0736 0.0359
H -2.933276 -3.982676 1.427478 -0.0064 0.0211 0.0083
H 2.581054 -2.415242 -0.155792 -0.0202 -0.0005 0.0282
H 1.592444 -2.803244 2.711290 -0.0027 -0.0097 0.0010
H 1.910323 -1.232971 1.986388 0.0018 -0.0700 -0.0004
H 3.229509 -2.397059 2.214976 0.0129 0.0150 0.0057
H 1.763743 -4.898923 1.421133 -0.0267 -0.0114 0.0188
H 3.387456 -4.431972 0.952773 0.0007 0.0078 -0.0162
H 2.229882 -4.920465 -0.280576 -0.0168 -0.0113 -0.0205
H 0.665048 -1.900118 -2.277042 -0.0133 -0.0472 0.0166
H 0.539724 -4.947870 -2.062125 0.0062 0.0039 0.0014
H 2.005047 -3.968120 -2.172772 0.0074 0.0188 -0.0025
H 0.855489 -3.989738 -3.501826 -0.0039 0.0067 -0.0004
H -1.800448 -3.649537 -2.132487 0.0287 0.0239 -0.0160
H -1.236079 -2.638630 -3.461295 -0.0114 0.0109 -0.0066
H -1.793200 -1.883577 -1.971430 0.0012 0.0138 0.0126
```
Positions in Å, forces in eV/Å.

# 4
Molecular formula: C4H13N3
Method: DFT, ωB97M-V/def2-TZVPD

Computed properties:
HOMO = -0.269 Eh
E_tot = -324.19471 a.u.
HOMO-LUMO gap = 4.22 eV

Structure (XYZ):
```
20
Properties=species:S:1:pos:R:3:forces:R:3
C 1.346132 1.172804 0.067377 0.6594 -1.1392 -0.3771
C 0.568473 0.116814 0.885355 -0.2904 1.8494 -0.4052
C 0.251771 -1.175690 0.039990 2.1544 -1.0178 0.3466
N 1.399451 -1.621302 -0.615390 -1.0664 0.4326 -0.1268
N 2.798086 0.861358 0.134626 -0.6827 -0.6075 -0.1804
C -2.669591 0.439450 -0.484750 1.5212 -0.4481 -1.2172
N -2.209709 -0.500308 0.527368 -0.7364 1.1290 0.1439
H 1.194567 2.201467 0.390276 -0.2554 -0.1046 0.2997
H 0.939980 1.075630 -0.952337 0.1856 0.3070 -0.0277
H -0.367326 0.600794 1.116704 -0.1469 -0.2834 0.4328
H 1.102568 -0.118646 1.806415 -0.1071 -0.2967 -0.0816
H -0.445623 -0.749153 -0.724532 -0.4833 0.0642 -0.1666
H -0.306538 -1.931658 0.565922 -0.0478 -0.0376 0.4672
H 2.785825 -0.163769 0.039731 0.5019 0.4072 0.0171
H 1.517881 -2.632261 -0.526450 -0.1847 0.0042 0.1052
H 3.267524 1.169159 -0.712271 -0.0402 0.1699 0.0761
H -1.791223 0.589516 -1.129438 -0.0984 0.1897 -0.1384
H -2.957653 1.489390 -0.295934 -0.5182 -0.4509 0.9702
H -3.386911 -0.012464 -1.179209 -0.3528 0.1348 0.1429
H -3.037676 -0.811131 1.046549 -0.0118 -0.3024 -0.2806
```
Positions in Å, forces in eV/Å.

Q: Which energy relative to the best compared isomer or geometry (same formula, charge and spin) values were calculated for the entries above? A: 126.17 504.53 49.87 735.72, in kJ/mol.